(1)
Entry from the OMol25 dataset: 2 unconnected molecules or ions with the total composition C32H25BF3NO2S in a non-equilibrium geometry (ωB97M-V with the def2-TZVPD basis set).

Properties
- relative energy (zero: lowest compared OMol25 entry of this formula, charge and spin) (kJ/mol) = 32.10
- HOMO-LUMO gap (eV) = 7.5
- SMILES = C[C@H](B1Oc2ccccc2O1)n1c2ccccc2c2ccccc21.Cc1ccc(-c2ccc(C(F)(F)F)cc2)s1
- LUMO (eV) = -0.40

```
! wB97M-V def2-TZVPD RIJCOSX def2/J DEFGRID3
* xyz 0 1
C -3.52491 1.82835 -1.28059
C 0.97542 -1.17741 2.66740
H 4.96921 -4.50750 -0.27259
F 2.53787 0.06557 6.67028
H 0.49101 2.16003 2.10355
C -0.50813 -0.87082 -2.55054
H -4.21781 -2.29554 1.94961
H -0.53358 3.15302 1.09645
C 2.07349 -0.40035 2.21633
H -0.30914 -1.67913 4.31479
H -1.39865 -2.69677 -3.31342
C -3.05183 0.57331 0.60946
H 0.54844 -1.95061 2.03004
C -0.61210 -1.38228 -4.87700
S 2.86478 -2.50414 0.51466
H -5.83448 -2.06175 0.07834
C -5.05283 -1.30735 0.22349
O 0.41298 1.12835 -1.93412
C -3.74378 1.99019 -2.65889
H -0.84743 3.56603 -3.50442
H 0.61668 -0.13321 -6.18317
C 0.46306 0.10095 -2.84156
C 0.18478 2.32686 1.06126
C 1.81026 0.97734 4.19962
H -0.37385 0.24374 1.20691
O -1.17795 -0.49723 -1.40531
C 5.03234 -3.61964 -0.91320
H -1.14524 -1.83978 -5.72687
C 4.13723 -0.28903 0.70958
C -3.10990 -0.50632 1.47071
C 2.36196 0.77559 2.94564
C 4.95549 -1.15595 -0.08267
C 1.27724 -0.28583 6.25162
C 4.43669 -2.44228 -0.21300
F 1.08040 -1.58317 6.61683
C 1.14499 -0.10271 4.77749
H 1.09229 2.60755 0.50706
C -2.31783 2.29795 -0.71567
H 4.41305 0.72542 0.94850
C 1.05718 0.18696 -4.08374
H -5.61555 -0.13133 -1.53822
C 0.37599 -0.41775 -5.14800
H 5.88316 -0.84581 -0.56599
B -0.55585 0.71489 -1.02078
H 3.07816 1.50042 2.55289
C -4.96498 -0.22326 -0.66143
F 0.38827 0.48572 6.94674
C 0.50365 -1.04361 3.96222
C -1.37485 2.98351 -1.48416
C 2.98370 -0.88320 1.21789
C -2.79050 2.66109 -3.43377
C -4.01019 0.76562 -0.41041
H 4.48710 -3.83897 -1.83707
H 1.99884 0.72020 -4.19205
H -0.47416 3.38758 -1.04129
H 6.08480 -3.45471 -1.16989
H 1.95874 1.93365 4.70892
H -2.97139 2.80276 -4.50697
C -0.90310 -1.75499 -3.54993
H -4.61791 1.52826 -3.11400
H -2.36163 -0.60721 2.25209
C -0.51912 1.08697 0.52640
C -4.13854 -1.44023 1.28165
N -2.01244 1.52313 0.46600
C -1.60960 3.12886 -2.85370
*
```

(2)
Entry from the OMol25 dataset: a molecular structure, C3H3I3 in a non-equilibrium geometry (ωB97M-V with the def2-TZVPD basis set).

Properties
- relative energy (zero: lowest compared OMol25 entry of this formula, charge and spin) (kJ/mol) = 219.96
- HOMO-LUMO gap (spin up / spin down) (eV) = 7.7 / 7.6
- LUMO (spin up / spin down) (eV) = -0.23 / -0.36

```
! wB97M-V def2-TZVPD RIJCOSX def2/J DEFGRID3
* xyz 0 1
I 0.72349 -0.94347 2.50674
I -2.08376 1.28727 2.21244
C 0.75964 -0.43589 -0.95994
H 0.55814 -0.72620 -1.98836
C -0.51191 0.24618 1.36063
C -0.43115 0.19030 -0.36104
H 1.05741 -1.31931 -0.39521
H 1.60816 0.25474 -0.96239
I -1.68002 1.44638 -1.41288
*
```

(3)
Entry from the OMol25 dataset: 2 unconnected molecules or ions with the total composition CH6OS in a non-equilibrium geometry (ωB97M-V with the def2-TZVPD basis set).

Properties
- relative energy (zero: lowest compared OMol25 entry of this formula, charge and spin) (kJ/mol) = 88.88
- HOMO-LUMO gap (eV) = 9.8
- SMILES = CS.O
- LUMO (eV) = 0.77

```
! wB97M-V def2-TZVPD RIJCOSX def2/J DEFGRID3
* xyz 0 1
C 0.26571 -1.13016 2.73875
H 1.32525 -1.95726 0.22348
H 0.01269 -0.09895 2.98730
H 0.66494 -1.65904 3.60074
H -1.81066 2.58143 -4.63590
O -2.51464 3.21514 -4.84954
H -3.29797 2.68027 -4.76145
H -0.60880 -1.77273 2.60110
S 1.41179 -1.15234 1.37821
*
```